(1)
Here is the ion C35H29F2NP with charge +1 in a non-equilibrium geometry from the OMol25 dataset. Energies are from wB97M-V/def2-TZVPD.

## Properties
Multiplicity: 1
Energy in Ha: -1946.7375
Max |F| in Eh/bohr: 0.0404
Orbital gap in eV: 8.4
Highest occupied orbital energy in Ha: -0.4159
Total charge: +1

Element x y z (Å)
P 0.1426 -0.1802 2.7540
F -3.5261 -4.5684 5.0228
F -1.9068 -1.9614 9.9002
N 1.8346 1.1376 5.6878
C -2.5507 -2.4082 5.1977
C 4.2636 -0.1126 0.6198
C 1.8231 -0.2818 2.0405
C -3.4982 -0.6135 3.8940
C -0.9183 0.1831 9.6762
C -1.0572 -4.0218 2.1663
C -2.5514 -1.0596 4.8237
C -4.3710 -1.5047 3.2794
C 0.9256 0.5737 5.2268
C -0.4153 -2.8836 2.6424
C 3.3740 -1.1595 0.3694
C -0.7108 -1.6236 2.0898
C 2.1676 -1.2453 1.0733
C -0.2815 1.5899 0.6373
C -0.8618 2.6964 0.0196
C -5.1744 -3.8899 2.9178
C -1.6892 3.5527 0.7547
C -4.3571 -2.8625 3.6137
C -0.7535 1.1124 7.4468
C -0.5414 1.2148 8.8147
C -0.1434 -0.2850 4.6789
C 2.7374 0.7616 2.2938
C -1.2322 2.2715 2.7583
C -0.6652 0.2170 11.1428
C -1.5780 -1.5364 0.9932
C -1.5900 -0.8901 9.1019
C -3.4762 -3.2615 4.6142
C -1.9253 -0.9506 7.7558
C -2.1778 -2.6898 0.4875
C -1.8660 3.3401 2.1247
C -1.5115 -0.0576 5.3323
C -1.3948 0.0010 6.8750
C 3.9358 0.8493 1.5811
C -0.5238 1.3233 2.0003
C -1.9299 -3.9304 1.0799
H -1.7839 -0.5683 0.5361
H -3.5304 0.4537 3.6562
H -0.3490 1.2257 11.4182
H -1.5683 -0.0470 11.7097
H -5.8806 -3.4013 2.2426
H 4.6239 1.6759 1.7694
H -2.1730 4.3927 0.2584
H 0.3156 -2.9806 3.4476
H 0.1255 -0.4719 11.4655
H -5.0769 -1.1506 2.5267
H -1.8513 -2.8054 5.9328
H -0.0677 2.0967 9.2326
H 2.5050 1.5147 3.0465
H -2.4114 -4.8296 0.6904
H -0.4590 1.9470 6.8091
H -2.4883 4.0224 2.7083
H -0.6598 2.8856 -1.0370
H 0.0828 -1.3642 4.8276
H -2.5940 -1.7391 7.4318
H -5.7140 -4.5216 3.6334
H -1.2568 2.1904 3.8432
H 3.6144 -1.9112 -0.3853
H 5.2014 -0.0415 0.0582
H 1.4831 -2.0606 0.8413
H -4.5449 -4.5514 2.3108
H 0.3887 0.9409 0.0666
H -2.8500 -2.6152 -0.3687
H -0.8813 -4.9855 2.6507
H -1.8788 0.9256 5.0269

natural (NBO) population analysis, charges in e, atoms 1 to 5: 1.551, -0.331, -0.333, -0.249, -0.354

---

(2)
Here is a structure of composition C35H29F5IN5O7ReSSe from the OMol25 dataset. Energies are from wB97M-V/def2-TZVPD.

## Properties
Multiplicity: 4
Energy above the lowest of the compared OMol25 structures with the same formula, charge and spin in kJ/mol: 0.0
Energy in Ha: -5826.5543
Max |F| in Eh/bohr: 0.0071
Orbital gap (spin up / spin down) in eV: 7.0 / 5.8
Highest occupied orbital energy (spin up / spin down) in Ha: -0.2702 / -0.2880
Expectation value of S²: 3.81
Total charge: 0

Element x y z (Å)
Re -0.1674 0.3040 -0.4132
I 2.0622 -0.8849 0.7586
Se 3.8104 -1.3078 -1.7537
S -2.4283 2.2792 -1.9832
F -0.2224 3.2529 -0.1058
F 2.5979 2.3989 -0.4901
F 1.9419 4.0143 0.7501
F 2.5710 2.1717 1.6478
F 0.4392 1.2231 2.7632
O -5.6738 -0.1690 1.1644
O -3.0851 2.7787 -0.8070
O -1.4603 3.1132 -2.6341
O 0.4901 -0.3805 -3.5832
O 0.9200 0.9452 -1.8384
O -0.7776 -1.5072 -0.2157
O -2.1629 -1.3771 -2.5232
N 5.0957 1.2734 -1.6566
N -1.6655 0.5969 1.1128
N -3.3119 -3.9920 -0.2673
N 5.6030 0.0514 0.0456
N -1.8157 0.7675 -1.7165
C -2.6668 2.6161 2.1250
C 1.4700 3.0890 -3.5236
C 1.3871 1.7846 -4.0007
C 1.8827 2.6750 0.6137
C 1.8311 1.4724 -5.2809
C -1.9524 -2.0639 0.0289
C -2.4215 -0.1957 -2.5108
C -2.7192 -0.1220 1.3059
C 5.9237 2.0229 -0.8539
C 0.8506 0.6820 -3.1568
C 4.5369 1.7384 -2.9175
C 5.6575 -1.0463 0.9989
C -1.0800 -4.0462 -1.2327
C -4.1836 -2.0925 0.9155
C 2.0121 4.0770 -4.3305
C -1.1296 4.2581 3.0888
C 2.3873 2.4610 -6.0783
C 0.4054 2.1935 0.5670
C -1.6050 1.8275 1.8047
C -4.2968 -3.3564 0.3926
C -2.1623 -3.3785 -0.4511
C -5.3345 -1.4631 1.6518
C 4.8973 0.0641 -1.1017
C -3.6367 1.7572 -3.1531
C -5.3174 0.4766 -4.8833
C -2.4450 3.8418 2.7650
C 2.4800 3.7622 -5.6007
C -4.3619 -0.2687 -4.2077
C -3.5196 0.3997 -3.3362
C -2.9613 -1.4115 0.7178
C -5.4233 1.8541 -4.6908
C -0.0528 3.5177 2.7490
C -0.1956 2.2377 2.0048
C -4.5773 2.5222 -3.8161
C 6.2369 1.2622 0.2152
H -4.6473 3.5906 -3.6640
H 5.2649 1.6157 -3.7177
H -1.4089 -5.0394 -1.5269
H -0.1614 -4.1159 -0.6467
H -5.2259 -3.9056 0.5036
H 1.7379 0.4530 -5.6318
H -0.8503 -3.4492 -2.1178
H 2.9045 4.5368 -6.2270
H -4.2552 -1.3359 -4.3481
H 4.2577 2.7835 -2.8128
H -6.1943 -2.1377 1.6101
H -5.0950 -1.3183 2.7076
H -3.6715 2.3425 1.8329
H -0.9902 5.1886 3.6241
H -3.4684 0.2526 1.9924
H -5.9911 -0.0131 -5.5742
H 0.9489 3.8188 3.0209
H 3.6496 1.1574 -3.1368
H 5.4196 -1.9700 0.4786
H -3.2866 4.4783 2.9975
H 2.7406 2.2201 -7.0724
H 6.6631 -1.0990 1.4098
H 6.1999 3.0295 -1.1092
H 2.0625 5.0965 -3.9705
H -5.8294 -0.2291 0.2162
H 1.0935 3.3203 -2.5375
H 6.8359 1.4720 1.0822
H -6.1760 2.4099 -5.2346
H 4.9349 -0.8854 1.7971

Löwdin population analysis, charges in e, atoms 1 to 5: 1.400, 0.638, 0.672, 0.660, -0.014